Density functional theory data (wB97M-V/def2-TZVPD) for a molecular structure, C3H6AsF7O3Rb in a non-equilibrium geometry.

The geometry in XYZ format:
```
21
Properties=species:S:1:pos:R:3:mulliken_charge:R:1
Rb 2.20 4.38 1.14 0.97
As 4.98 -1.22 -2.99 1.99
F 6.57 -1.31 -2.14 -0.49
F 5.58 -2.38 -4.22 -0.49
F 3.44 -1.05 -3.88 -0.49
F 4.37 -0.14 -1.76 -0.48
F 5.69 0.16 -3.95 -0.52
F 4.37 -2.67 -2.05 -0.51
F 3.35 3.32 5.35 -0.96
C -2.02 -1.66 0.39 -0.63
O -3.23 -1.04 0.78 -0.32
C -3.33 0.16 1.26 0.87
O -2.37 0.94 1.35 -0.61
O -4.60 0.35 1.51 -0.30
C -4.94 1.66 1.98 -0.63
H -1.90 -2.52 1.06 0.24
H -1.18 -0.97 0.44 0.34
H -2.01 -2.06 -0.62 0.24
H -4.52 1.74 2.98 0.28
H -6.00 1.92 2.03 0.24
H -4.44 2.39 1.35 0.28
```

Properties
energy relative to the best compared isomer or geometry (same formula, charge and spin) = 72.8 kcal/mol
multiplicity = 1
total charge = -1
HOMO = -4.61 eV


Density functional theory data (wB97M-V/def2-TZVPD) for 2 unconnected molecules or ions with the total composition C3H6BNO2 in a non-equilibrium geometry.

The geometry in XYZ format:
```
13
Properties=species:S:1:pos:R:3:mulliken_charge:R:1
C -1.15 1.09 0.88 -0.77
C 0.22 0.74 0.33 -0.64
C 0.44 0.99 -0.96 0.55
N 0.74 1.21 -2.12 -0.57
H -1.66 0.08 0.86 0.18
H -1.64 1.89 0.21 0.29
H -1.09 1.55 1.93 0.26
H 1.07 0.24 0.80 0.43
H 0.98 0.46 -2.78 0.33
O 0.67 -1.65 -1.43 -0.56
B 0.42 -1.78 -0.26 0.68
O 0.21 -2.11 1.01 -0.51
H 0.78 -2.72 1.54 0.33
```

Properties
energy relative to the best compared isomer or geometry (same formula, charge and spin) = 50.6 kcal/mol
multiplicity = 1
total charge = 0
HOMO = -8.26 eV
SMILES = CC=C=N.O=BO


Density functional theory data (wB97M-V/def2-TZVPD) for a molecular structure, C3H6BeO4 in a non-equilibrium geometry.

The geometry in XYZ format:
```
14
Properties=species:S:1:pos:R:3:mulliken_charge:R:1
O 0.45 -0.78 0.69 -0.44
C -0.43 0.29 0.63 0.96
C 1.06 -0.93 -0.60 -0.21
O -0.35 0.86 1.87 -0.39
O -0.12 1.07 -0.43 -0.35
C 0.42 0.20 -1.43 -0.30
Be 0.90 -0.12 2.21 0.25
H 0.83 -1.93 -0.99 0.28
H 2.14 -0.81 -0.47 0.29
H -0.38 -0.17 -2.08 0.29
H 1.15 0.77 -2.01 0.31
O -1.91 0.02 0.60 -0.58
H -1.42 0.94 2.05 0.53
H -2.35 0.60 -0.03 0.38
```

Properties
energy relative to the best compared isomer or geometry (same formula, charge and spin) = 44.6 kcal/mol
multiplicity = 2
total charge = +1
HOMO (spin up / spin down) = -11.47 / -16.37 eV


Q: The lowest total charge belongs to which entry?
A: C3H6AsF7O3Rb